No. 1
Computed, not measured: a 2-piece molecular cluster, C10H14O2 overall, with ωB97M-V/def2-TZVPD.

Last column: Löwdin charge in e.
Cartesian coordinates (Å):
1 C 0.249 -3.591 -0.337  -0.19
2 C 1.359 -3.397 -1.350  -0.18
3 O 0.883 -2.691 -2.490  -0.19
4 C -0.206 -3.403 -3.066  -0.17
5 C -1.316 -3.598 -2.054  -0.18
6 O -0.840 -4.304 -0.913  -0.12
7 H -0.096 -2.609 0.038  0.05
8 H 0.598 -4.180 0.533  0.15
9 H 1.768 -4.379 -1.655  0.13
10 H 2.191 -2.804 -0.924  0.11
11 H -0.555 -2.815 -3.937  0.13
12 H 0.139 -4.386 -3.441  0.13
13 H -1.725 -2.615 -1.749  0.10
14 H -2.148 -4.191 -2.480  0.14
15 C 0.384 -1.093 1.289  -0.11
16 C 1.395 -0.935 0.341  -0.11
17 C 1.069 -0.693 -0.994  -0.10
18 C -0.269 -0.610 -1.381  -0.09
19 C -1.281 -0.768 -0.433  -0.11
20 C -0.954 -1.010 0.902  -0.11
21 H 0.641 -1.284 2.339  0.12
22 H 2.448 -1.000 0.645  0.12
23 H 1.865 -0.568 -1.740  0.13
24 H -0.526 -0.419 -2.431  0.12
25 H -2.334 -0.703 -0.737  0.12
26 H -1.750 -1.135 1.648  0.12

Charge ... 0
Energy relative to the best compared isomer or geometry (same formula, charge and spin) ... 47.4 kcal/mol
Gap between HOMO and LUMO ... 9.9 eV
SMILES ... C1COCCO1.c1ccccc1

---

No. 2
Computed, not measured: a 2-piece molecular cluster, C2H2N2O overall, with ωB97M-V/def2-TZVPD.

Last column: Löwdin charge in e.
Cartesian coordinates (Å):
1 C -1.237 -0.942 1.028  -0.42
2 N -0.195 -0.254 1.111  0.17
3 O -0.446 -1.810 0.702  0.03
4 H -2.422 -0.976 0.847  0.18
5 C 1.486 1.106 -1.323  -0.02
6 N 0.786 1.262 -0.378  0.05
7 H 2.028 1.615 -1.987  0.00

Charge ... 0
Energy relative to the best compared isomer or geometry (same formula, charge and spin) ... 143.7 kcal/mol
Gap between HOMO and LUMO ... 10.1 eV
SMILES ... C1=NO1.C#N

---

No. 3
Computed, not measured: C39H43N4OSrTe as an isolated structure, with ωB97M-V/def2-TZVPD.

Last column: Löwdin charge in e.
Cartesian coordinates (Å):
1 Sr -1.290 -0.774 -1.876  1.59
2 C 3.141 -2.477 -3.484  -0.10
3 N 2.255 -1.455 -2.974  -0.20
4 C 1.715 -1.828 -1.678  -0.10
5 C 2.686 -0.104 -3.113  -0.20
6 C 4.031 0.211 -3.212  -0.05
7 C 4.467 1.509 -3.462  -0.12
8 C 3.519 2.501 -3.631  -0.11
9 C 2.164 2.209 -3.534  -0.04
10 C 1.697 0.915 -3.255  -0.25
11 N 0.384 0.515 -3.217  -0.10
12 C -0.689 1.276 -3.610  -0.34
13 C -0.957 2.610 -3.236  -0.04
14 C -2.128 3.260 -3.590  -0.09
15 C -3.103 2.598 -4.321  -0.10
16 C -2.900 1.270 -4.668  -0.04
17 C -1.733 0.596 -4.316  -0.27
18 N -1.571 -0.810 -4.566  -0.29
19 C -2.782 -1.531 -4.940  -0.10
20 C -0.476 -1.140 -5.486  -0.05
21 H 4.027 -2.647 -2.853  0.08
22 H 3.474 -2.215 -4.488  0.09
23 H 2.594 -3.421 -3.537  0.09
24 H 2.472 -2.284 -1.027  0.09
25 H 0.912 -2.572 -1.793  0.08
26 H 1.354 -0.950 -1.140  0.05
27 H 4.766 -0.578 -3.106  0.10
28 H 5.524 1.726 -3.540  0.09
29 H 3.825 3.516 -3.858  0.10
30 H 1.457 3.001 -3.730  0.08
31 H -0.229 3.129 -2.628  0.10
32 H -2.281 4.285 -3.278  0.10
33 H -4.017 3.099 -4.610  0.10
34 H -3.665 0.756 -5.235  0.10
35 H -3.089 -1.340 -5.976  0.09
36 H -3.611 -1.265 -4.283  0.09
37 H -2.594 -2.601 -4.839  0.09
38 H -0.724 -0.825 -6.507  0.10
39 H -0.322 -2.220 -5.481  0.09
40 H 0.438 -0.660 -5.153  0.07
41 C 0.182 3.663 7.187  -0.05
42 C 0.089 2.566 6.162  -0.27
43 C 1.113 1.646 5.995  -0.02
44 C 1.041 0.627 5.050  -0.29
45 C 2.213 -0.313 4.938  -0.08
46 C -0.096 0.526 4.235  -0.34
47 Te -0.220 -1.055 2.728  1.65
48 N -1.158 -1.377 0.620  -0.26
49 C -2.039 -2.322 0.407  -0.69
50 O -2.357 -2.672 -0.798  -0.26
51 C -2.749 -3.091 1.489  -0.20
52 C -3.336 -2.470 2.585  -0.09
53 C -3.993 -3.219 3.552  -0.08
54 C -4.054 -4.600 3.437  -0.09
55 C -3.478 -5.226 2.339  -0.08
56 C -2.844 -4.474 1.363  -0.03
57 C 1.302 -0.092 1.618  -0.43
58 C 2.557 -0.689 1.630  -0.17
59 C 3.623 -0.119 0.946  -0.09
60 C 3.425 1.050 0.232  -0.07
61 C 2.169 1.638 0.207  -0.04
62 C 1.092 1.089 0.897  -0.30
63 C -0.244 1.780 0.850  -0.06
64 C -1.144 1.445 4.391  -0.31
65 C -2.414 1.429 3.577  -0.08
66 C -1.030 2.445 5.352  -0.02
67 H 1.111 3.597 7.752  0.07
68 H -0.649 3.611 7.892  0.08
69 H 0.145 4.645 6.711  0.08
70 H 1.996 1.716 6.621  0.12
71 H 2.749 -0.369 5.885  0.08
72 H 2.912 0.033 4.174  0.08
73 H 1.900 -1.320 4.663  0.04
74 H -3.304 -1.394 2.667  0.08
75 H -4.458 -2.722 4.393  0.10
76 H -4.559 -5.186 4.194  0.10
77 H -3.531 -6.303 2.241  0.10
78 H -2.415 -4.947 0.490  0.12
79 H 2.708 -1.609 2.183  0.09
80 H 4.594 -0.597 0.962  0.11
81 H 4.234 1.498 -0.328  0.10
82 H 2.019 2.540 -0.375  0.11
83 H -0.296 2.456 -0.005  0.07
84 H -0.405 2.368 1.756  0.09
85 H -1.055 1.053 0.782  0.03
86 H -2.308 0.857 2.660  0.01
87 H -2.701 2.447 3.307  0.08
88 H -3.237 1.000 4.153  0.09
89 H -1.844 3.156 5.464  0.12

Charge ... 0
Gap between HOMO and LUMO (spin up / spin down) ... 6.6 / 6.1 eV
Spin multiplicity ... 2
Expectation value of S² ... 0.76

---

No. 4
Computed, not measured: C31H25AsClIMnN3O3S as an isolated structure, with ωB97M-V/def2-TZVPD.

Last column: Löwdin charge in e.
Cartesian coordinates (Å):
1 Mn -1.219 -0.543 1.178  0.54
2 Cl 5.214 -3.408 0.903  0.69
3 C 3.503 -3.076 0.900  -0.61
4 C 2.628 -4.070 0.594  -0.16
5 C 1.234 -3.832 0.575  -0.64
6 I -0.079 -5.362 0.077  0.95
7 C 0.717 -2.595 0.866  -0.42
8 O -0.577 -2.294 0.810  -0.30
9 C 1.647 -1.566 1.230  -0.16
10 N 1.094 -0.366 1.568  0.06
11 C 1.881 0.638 1.859  -0.11
12 C 3.286 0.529 1.850  -0.03
13 C 3.857 -0.672 1.547  -0.01
14 C 3.037 -1.780 1.230  -0.17
15 H 3.005 -5.056 0.358  0.10
16 H 1.399 1.581 2.103  0.12
17 H 3.892 1.392 2.092  0.11
18 H 4.933 -0.790 1.543  0.10
19 C -1.596 -0.154 5.437  0.01
20 C -1.530 -0.049 3.953  -0.25
21 N -1.222 -1.013 3.179  -0.07
22 O -0.948 -2.229 3.745  0.01
23 C -1.788 1.229 3.261  -0.26
24 C -2.188 2.477 3.964  -0.02
25 N -1.665 1.178 1.958  -0.24
26 O -1.834 2.180 1.208  -0.14
27 H -1.391 -1.165 5.769  0.08
28 H -2.584 0.151 5.788  0.10
29 H -0.866 0.526 5.882  0.10
30 H -0.906 -2.812 2.969  0.10
31 H -1.400 2.832 4.636  0.09
32 H -3.090 2.317 4.561  0.09
33 H -2.388 3.245 3.223  0.07
34 S -3.304 -0.927 0.154  0.65
35 C -3.315 0.026 -1.339  -0.66
36 C -4.546 0.174 -1.990  -0.13
37 C -4.645 0.833 -3.202  -0.09
38 C -3.515 1.373 -3.804  -0.09
39 C -2.293 1.255 -3.165  -0.10
40 C -2.182 0.588 -1.945  -0.38
41 As -0.490 0.477 -1.011  1.34
42 C 0.482 -0.882 -1.996  -0.36
43 C -0.214 -1.973 -2.508  -0.09
44 C 0.481 -3.061 -3.023  -0.09
45 C 1.870 -3.076 -3.008  -0.09
46 C 2.569 -1.996 -2.484  -0.08
47 C 1.876 -0.903 -1.976  -0.12
48 C 0.407 2.100 -1.573  -0.35
49 C 0.346 3.232 -0.762  -0.10
50 C 0.941 4.416 -1.181  -0.08
51 C 1.599 4.475 -2.402  -0.09
52 C 1.664 3.346 -3.208  -0.08
53 C 1.073 2.159 -2.794  -0.12
54 H -5.428 -0.243 -1.520  0.09
55 H -5.614 0.932 -3.679  0.10
56 H -3.584 1.883 -4.757  0.10
57 H -1.417 1.694 -3.623  0.09
58 H -1.297 -1.980 -2.491  0.11
59 H -0.067 -3.907 -3.422  0.10
60 H 2.409 -3.934 -3.396  0.11
61 H 3.653 -2.007 -2.461  0.11
62 H 2.426 -0.068 -1.559  0.10
63 H -0.190 3.190 0.177  0.07
64 H 0.885 5.296 -0.550  0.10
65 H 2.058 5.401 -2.729  0.10
66 H 2.174 3.386 -4.163  0.10
67 H 1.133 1.283 -3.425  0.10

Charge ... 0
Energy relative to the best compared isomer or geometry (same formula, charge and spin) ... 0.0 kcal/mol
Gap between HOMO and LUMO (spin up / spin down) ... 6.7 / 6.9 eV
Spin multiplicity ... 5
Expectation value of S² ... 6.08

---

No. 5
Computed, not measured: C26H30BrIN3O4SbSn as an isolated structure, with ωB97M-V/def2-TZVPD.

Last column: Löwdin charge in e.
Cartesian coordinates (Å):
1 Sn 0.576 0.844 1.555  1.22
2 C 4.256 -1.120 -0.730  -0.01
3 C 4.402 0.347 -0.478  -0.25
4 N 5.555 0.914 -0.746  0.15
5 C 5.728 2.226 -0.530  -0.07
6 C 4.734 3.050 -0.072  -0.13
7 C 5.006 4.524 0.132  -0.19
8 O 4.208 5.358 -0.703  -0.06
9 C 3.468 2.471 0.222  -0.07
10 C 2.365 3.346 0.485  -0.02
11 N 1.170 3.007 0.854  -0.11
12 C 0.169 4.009 0.842  -0.35
13 C 0.359 5.282 1.379  0.00
14 C -0.637 6.241 1.296  -0.03
15 C -1.845 5.950 0.680  -0.05
16 C -2.073 4.685 0.157  -0.13
17 C -1.064 3.750 0.257  -0.55
18 I -1.388 1.784 -0.530  1.05
19 C 3.311 1.081 0.062  -0.26
20 O 2.210 0.404 0.358  -0.32
21 H 5.192 -1.507 -1.121  0.09
22 H 3.456 -1.311 -1.449  0.09
23 H 4.004 -1.638 0.196  0.07
24 H 6.717 2.610 -0.756  0.13
25 H 6.070 4.710 -0.023  0.13
26 H 4.775 4.809 1.160  0.13
27 H 4.606 5.415 -1.577  0.11
28 H 2.538 4.394 0.245  0.13
29 H 1.295 5.502 1.877  0.13
30 H -0.469 7.223 1.716  0.12
31 H -2.622 6.699 0.605  0.12
32 H -3.011 4.445 -0.322  0.11
33 Br 3.708 -3.832 2.961  0.81
34 C 2.716 -3.724 1.360  -0.67
35 C 3.132 -4.413 0.220  -0.14
36 N 2.490 -4.325 -0.936  0.11
37 C 1.389 -3.599 -1.010  -0.07
38 C 0.872 -2.913 0.090  -0.13
39 C 1.567 -2.964 1.297  -0.06
40 C -0.434 -2.244 0.039  -0.53
41 O -1.245 -2.690 -0.898  -0.19
42 O -0.819 -1.392 0.853  -0.17
43 H 4.008 -5.050 0.247  0.12
44 H 0.904 -3.549 -1.978  0.13
45 H 1.191 -2.446 2.171  0.11
46 C -3.733 -1.111 2.116  -0.15
47 C -4.138 -0.949 0.664  -0.32
48 Sb -3.241 -2.445 -0.659  1.81
49 C -3.494 -4.474 0.043  -0.32
50 C -4.942 -4.834 0.351  -0.15
51 C -3.599 -2.113 -2.759  -0.32
52 C -5.062 -1.834 -3.081  -0.16
53 H -4.328 -0.424 2.719  0.10
54 H -2.683 -0.874 2.264  0.05
55 H -3.919 -2.119 2.487  0.08
56 H -3.891 0.023 0.244  0.01
57 H -5.199 -1.158 0.505  0.07
58 H -2.849 -4.554 0.919  0.07
59 H -3.074 -5.078 -0.761  0.07
60 H -5.378 -4.184 1.110  0.07
61 H -4.975 -5.853 0.736  0.09
62 H -5.566 -4.800 -0.542  0.08
63 H -3.229 -3.020 -3.237  0.07
64 H -2.945 -1.282 -3.022  0.07
65 H -5.686 -2.711 -2.915  0.08
66 H -5.145 -1.566 -4.134  0.09
67 H -5.466 -1.002 -2.503  0.07

Charge ... +2
Energy relative to the best compared isomer or geometry (same formula, charge and spin) ... 0.8 kcal/mol
Gap between HOMO and LUMO ... 7.2 eV

---

No. 6
Computed, not measured: a 6-piece molecular cluster, C18H39N3O6 overall, with ωB97M-V/def2-TZVPD.

Last column: Löwdin charge in e.
Cartesian coordinates (Å):
1 C -17.462 -15.900 -2.545  -0.08
2 O -16.292 -15.415 -3.174  -0.21
3 C -15.439 -14.576 -2.444  -0.18
4 C -15.977 -13.116 -2.264  -0.20
5 O -17.047 -13.100 -1.371  -0.18
6 C -17.504 -11.853 -1.065  -0.13
7 H -18.140 -15.051 -2.454  0.08
8 H -17.178 -16.356 -1.596  0.09
9 H -17.928 -16.687 -3.137  0.09
10 H -14.503 -14.496 -2.996  0.11
11 H -15.117 -14.967 -1.479  0.13
12 H -16.042 -12.680 -3.261  0.10
13 H -15.177 -12.519 -1.828  0.12
14 H -17.211 -11.050 -1.742  0.08
15 H -17.102 -11.641 -0.075  0.10
16 H -18.586 -11.935 -1.168  0.10
17 C -16.172 -11.072 -8.034  -0.11
18 O -17.203 -11.627 -7.254  -0.18
19 C -16.994 -11.543 -5.841  -0.20
20 C -18.202 -12.102 -5.135  -0.20
21 O -19.354 -11.396 -5.589  -0.18
22 C -20.568 -12.044 -5.264  -0.10
23 H -15.229 -11.572 -7.813  0.08
24 H -16.134 -9.986 -7.949  0.09
25 H -16.324 -11.279 -9.094  0.09
26 H -16.814 -10.523 -5.500  0.13
27 H -16.105 -12.139 -5.636  0.09
28 H -18.191 -11.939 -4.057  0.11
29 H -18.266 -13.170 -5.340  0.12
30 H -21.352 -11.315 -5.469  0.09
31 H -20.492 -12.265 -4.199  0.08
32 H -20.723 -12.986 -5.790  0.09
33 C -9.632 -13.640 -5.696  -0.07
34 O -10.480 -12.924 -4.727  -0.27
35 C -11.667 -13.585 -4.253  -0.15
36 C -12.744 -13.197 -5.318  -0.15
37 O -13.457 -11.938 -5.206  -0.20
38 C -12.647 -10.811 -5.368  -0.13
39 H -9.151 -14.523 -5.277  0.09
40 H -8.877 -12.938 -6.050  0.09
41 H -10.240 -13.869 -6.571  0.08
42 H -11.841 -13.044 -3.322  0.12
43 H -11.442 -14.612 -3.966  0.13
44 H -13.535 -13.947 -5.348  0.09
45 H -12.295 -13.127 -6.309  0.12
46 H -12.341 -10.477 -4.377  0.09
47 H -13.247 -10.045 -5.861  0.08
48 H -11.771 -10.924 -6.008  0.09
49 C -16.025 -15.065 -6.447  -0.06
50 C -15.024 -16.084 -6.055  -0.27
51 N -14.192 -16.835 -5.717  0.13
52 H -15.639 -14.134 -6.863  0.07
53 H -16.565 -14.896 -5.515  0.06
54 H -16.727 -15.499 -7.159  0.09
55 C -14.268 -8.352 -3.701  -0.08
56 C -15.417 -7.612 -3.086  -0.26
57 N -16.379 -7.093 -2.631  0.11
58 H -13.422 -7.666 -3.760  0.08
59 H -14.581 -8.753 -4.665  0.06
60 H -14.070 -9.193 -3.037  0.07
61 C -8.430 -13.086 -2.496  -0.08
62 C -7.266 -13.261 -1.634  -0.26
63 N -6.336 -13.365 -0.915  0.11
64 H -8.265 -13.102 -3.574  0.06
65 H -8.912 -12.128 -2.297  0.09
66 H -9.123 -13.895 -2.266  0.08

Charge ... 0
Energy relative to the best compared isomer or geometry (same formula, charge and spin) ... 14.8 kcal/mol
Gap between HOMO and LUMO ... 10.1 eV
SMILES ... COCCOC.COCCOC.COCCOC.CC#N.CC#N.CC#N